ORCA calculation (ωB97M-V with the def2-TZVPD basis set) on a molecular structure, C18H29F3N4O5PRuS4 in a non-equilibrium geometry.

```
65
Properties=species:S:1:pos:R:3:forces:R:3
Ru 0.27816 0.01654 -0.72710 2.624 0.830 -0.510
C 3.02616 -3.23936 -1.16430 -0.051 0.183 -0.055
C 2.33466 -1.90996 -1.14810 -2.678 -1.975 0.248
N 0.99106 -1.83136 -1.13030 1.488 1.255 -0.654
N 0.24906 -2.93076 -1.22660 1.075 -2.024 0.170
C -1.01434 -2.78186 -1.47530 -1.511 1.942 -0.558
N -1.82524 -3.89286 -1.57830 0.558 -0.090 0.250
S -1.78464 -1.24806 -1.74440 -0.474 -1.141 -0.205
C 3.02526 -0.69186 -1.21100 0.950 2.496 -0.285
C 4.43696 -0.55796 -1.28360 -1.079 -0.749 -0.010
C 4.99666 0.65914 -1.54520 -0.252 1.000 -0.101
C 4.16516 1.77914 -1.71070 0.293 -0.777 0.153
C 2.80646 1.60964 -1.53340 0.139 0.980 -0.405
N 2.24646 0.44034 -1.29570 -0.585 -1.525 1.190
H 3.51986 -3.42046 -0.20710 0.037 -0.026 0.033
H 3.78146 -3.26956 -1.95080 0.043 -0.036 -0.004
H 2.28886 -4.01926 -1.34100 0.080 0.032 0.033
H -1.48824 -4.71476 -1.10080 0.017 -0.096 -0.030
H -2.80264 -3.67566 -1.45900 0.099 -0.019 -0.020
H 5.05426 -1.42946 -1.14120 0.049 -0.134 -0.004
H 6.06876 0.77064 -1.61650 0.092 -0.052 -0.003
H 4.56976 2.74954 -1.94500 -0.004 0.124 0.032
H 2.13716 2.46394 -1.61470 0.143 -0.258 0.127
C -1.61464 5.97954 -2.34160 0.167 -0.281 -0.033
C -0.77914 4.85154 -2.91880 -0.086 0.057 -0.181
O -0.19804 4.10334 -1.85960 0.090 0.237 0.212
P -0.63564 2.59124 -1.54060 -0.444 0.530 0.098
S 0.04346 2.29354 0.32160 -0.224 -0.501 -1.267
S -0.20674 1.46614 -3.15470 0.118 -0.242 1.504
O -2.24194 2.80204 -1.46750 0.411 0.165 -0.195
C -3.08054 1.77774 -0.94670 -0.315 -0.316 0.285
C -4.42834 2.40574 -0.63670 0.293 -0.046 -0.152
H -1.98924 6.60654 -3.14520 -0.094 0.163 -0.109
H -1.00094 6.57604 -1.67170 0.020 0.131 0.061
H -2.45244 5.57444 -1.77920 -0.057 -0.028 0.031
H 0.05086 5.24504 -3.51430 -0.121 -0.043 -0.030
H -1.38624 4.19574 -3.54780 0.055 0.057 -0.074
H -2.62474 1.35604 -0.03800 -0.075 0.067 -0.230
H -3.18374 0.97434 -1.68630 0.050 0.145 0.125
H -4.29034 3.29814 -0.03050 0.003 0.053 0.119
H -5.05224 1.70194 -0.09420 -0.111 -0.120 0.062
H -4.93584 2.69064 -1.55570 -0.086 0.052 -0.083
C -3.09164 -0.06996 3.36800 0.008 -0.033 -0.146
C -2.12574 -1.23796 3.36430 0.031 -0.113 -0.522
S -1.84554 -1.75126 1.61260 0.227 -0.934 1.153
O -1.22104 -0.55626 1.00750 0.016 0.909 0.257
C -0.48574 -2.95386 1.94430 -0.331 0.250 -0.121
C -1.04034 -4.24996 2.49650 -0.039 0.035 -0.057
H -3.20744 0.32494 4.37520 -0.025 0.028 0.071
H -4.07074 -0.36396 2.98970 -0.101 0.019 0.003
H -2.69964 0.71994 2.72960 0.005 0.102 0.001
H -2.52344 -2.09806 3.89880 -0.013 -0.126 0.068
H -1.15194 -0.94546 3.75460 0.117 -0.094 -0.075
H 0.21076 -2.47116 2.62160 0.014 0.127 0.068
H 0.00106 -3.11346 0.97910 -0.149 0.096 0.119
H -1.46264 -4.10566 3.48850 -0.091 -0.084 0.086
H -0.24884 -4.99366 2.57850 0.033 -0.040 -0.008
H -1.81294 -4.64206 1.83410 -0.086 -0.126 0.047
F 4.28836 -0.33526 2.05150 -0.137 0.089 -0.127
C 3.39786 -0.74836 2.97180 -0.233 0.041 0.002
F 3.65956 -2.06816 3.16410 -0.153 -0.089 -0.035
F 3.73906 -0.13616 4.12400 -0.198 0.051 -0.044
C 1.85286 -0.54256 2.55740 1.294 -0.213 0.661
O 1.07786 -0.66416 3.49360 -0.463 0.008 0.620
O 1.70556 -0.36276 1.35230 -0.371 0.078 -1.552
```
Positions in Å, forces in eV/Å.

Summary:
LUMO energy (alpha / beta): 2.2 / 2.2 eV
Spin multiplicity: 1
Highest occupied orbital energy (alpha / beta): -3.64 / -3.62 eV
Charge: -1
Frontier orbital gap (alpha / beta): 5.88 / 5.86 eV



ORCA calculation (ωB97M-V with the def2-TZVPD basis set) on 2 unconnected molecules or ions with the total composition C5H13N3 in a non-equilibrium geometry.

```
21
Properties=species:S:1:pos:R:3:forces:R:3
C -1.03993 1.69115 -0.81467 0.010 -0.342 0.032
C -0.84501 0.19170 -0.68313 0.891 -0.243 2.713
N -0.45728 -0.44605 -1.85655 1.051 -2.510 0.012
N 0.21181 -0.19394 0.55977 -1.263 2.974 -1.563
C -0.30209 0.18577 1.86911 0.074 -0.094 -0.490
C 1.53909 0.36515 0.33205 -0.447 -0.378 0.102
H -0.12846 2.17120 -1.16752 0.088 0.044 -0.020
H -1.82541 1.87794 -1.54513 -0.039 0.012 -0.043
H -1.33493 2.14009 0.13033 0.001 0.036 0.044
H -1.73614 -0.29695 -0.27883 -0.058 0.124 -0.065
H -0.12473 -1.47728 -1.55057 -0.749 2.607 -1.156
H 0.29326 0.04523 -2.33196 0.002 -0.155 0.049
H 0.32977 -0.24776 2.64490 0.006 -0.139 -0.013
H -1.31163 -0.20639 1.98172 -0.048 -0.003 0.070
H -0.31099 1.27123 2.01368 -0.051 0.028 -0.001
H 1.55877 1.45363 0.45365 0.002 0.047 -0.106
H 2.23944 -0.05776 1.05495 -0.005 -0.113 0.010
H 1.87255 0.08711 -0.66646 0.092 0.069 -0.046
C 0.36336 -2.70275 -0.31659 0.522 0.791 2.198
N 0.39746 -2.13093 0.75002 0.199 -2.723 -1.820
H 0.61107 -3.72036 -0.57878 -0.277 -0.032 0.091
```
Positions in Å, forces in eV/Å.

Summary:
SMILES string: C[C@@H](N)N(C)C.C#N
Relative energy (zero: lowest compared OMol25 entry of this formula, charge and spin): 374.21 kJ/mol
LUMO energy (alpha / beta): 0.9 / 0.9 eV
Spin multiplicity: 1
Highest occupied orbital energy (alpha / beta): -7.36 / -7.36 eV
Frontier orbital gap (alpha / beta): 8.30 / 8.30 eV



ORCA calculation (ωB97M-V with the def2-TZVPD basis set) on a molecular structure, C28H54ClOPPdSi in a non-equilibrium geometry.

```
87
Properties=species:S:1:pos:R:3:forces:R:3
Pd 0.21557 -0.48780 0.37401 0.470 -0.343 3.415
P -0.05965 0.72620 -2.32295 -1.916 0.486 -0.418
Cl 1.18448 1.69604 0.60581 0.548 0.642 -0.111
C -1.09372 0.36988 -0.89778 -0.445 0.550 0.022
H -1.97328 -0.22477 -1.14119 0.285 0.035 -0.132
H -1.35860 1.25857 -0.31422 0.107 -0.027 -0.534
C 1.78780 0.82532 -2.41447 0.060 0.197 0.455
C -0.85254 2.39083 -2.65204 0.903 -0.069 -0.250
C 2.27540 0.91756 -3.86443 -0.117 0.095 -0.494
H 1.98398 1.76925 -1.87650 0.057 -0.224 -0.199
C 3.75975 1.28592 -3.92758 0.171 0.037 0.340
H 2.12796 -0.05091 -4.36359 0.118 0.248 0.149
H 1.70079 1.65029 -4.44494 0.148 -0.119 0.148
C 4.63722 0.34012 -3.09228 -0.024 -0.202 -0.033
H 4.09574 1.27207 -4.97413 -0.094 0.074 0.243
H 3.88612 2.31233 -3.55348 -0.038 -0.124 -0.092
C 4.08397 0.07681 -1.68314 -0.104 0.293 -0.094
H 4.72364 -0.62303 -3.61447 -0.030 0.110 0.005
H 5.65250 0.74980 -3.02088 -0.156 -0.105 -0.037
C 2.59002 -0.27872 -1.70034 -0.045 -0.095 0.224
H 4.65271 -0.73117 -1.20179 -0.159 0.206 -0.100
H 4.21146 0.97642 -1.06484 -0.032 -0.144 -0.041
H 2.44216 -1.24062 -2.20824 0.015 0.129 0.047
H 2.23145 -0.38982 -0.66285 0.390 -0.025 -0.481
C -0.65673 -0.46432 -3.58711 0.126 0.202 0.005
C -2.36431 2.28308 -2.94973 -0.139 -0.006 0.131
H -0.68848 2.80550 -1.64345 -0.307 0.059 -0.138
C -2.99751 3.66975 -2.80875 0.309 0.118 0.093
H -2.54879 1.90721 -3.96406 0.147 0.124 0.117
H -2.88826 1.58507 -2.27749 0.381 0.233 -0.113
C -2.33303 4.71948 -3.71070 -0.160 -0.237 -0.026
H -4.06746 3.61217 -3.02067 0.031 0.031 0.055
H -2.87554 3.97215 -1.76077 -0.142 0.055 -0.076
C -0.81139 4.74853 -3.56809 0.077 0.043 0.093
H -2.59889 4.52200 -4.75650 0.021 -0.077 0.054
H -2.74459 5.70434 -3.47201 0.058 -0.035 -0.067
C -0.15387 3.35794 -3.61368 -0.039 0.176 -0.187
H -0.39088 5.36209 -4.36760 0.045 0.039 0.039
H -0.54628 5.24934 -2.62847 -0.015 -0.165 -0.016
H -0.17121 2.98287 -4.64548 -0.110 0.017 0.125
H 0.90510 3.45820 -3.34456 -0.159 0.000 -0.003
C 0.10878 -1.79031 -3.60727 0.106 -0.306 -0.003
H -1.68858 -0.68290 -3.26815 0.150 0.111 -0.098
C -0.57989 -2.78243 -4.55131 -0.150 0.056 -0.115
H 1.14166 -1.63412 -3.93660 -0.189 0.025 -0.085
H 0.18761 -2.22325 -2.60315 -0.076 0.100 -0.326
C -0.82890 -2.19663 -5.95385 0.169 0.027 -0.072
H 0.04131 -3.68317 -4.64139 -0.205 0.120 0.047
H -1.53962 -3.09144 -4.10968 0.176 0.057 -0.035
C -1.44407 -0.78786 -5.94311 -0.008 -0.160 0.057
H 0.12754 -2.15694 -6.49563 -0.103 0.026 0.101
H -1.47564 -2.87370 -6.52424 0.124 0.076 0.072
C -0.70401 0.14899 -4.98988 0.039 -0.022 -0.359
H -1.42689 -0.36008 -6.95552 -0.097 -0.167 0.203
H -2.49437 -0.85112 -5.62501 0.097 0.024 -0.084
H 0.31511 0.31153 -5.35872 -0.191 -0.110 0.010
H -1.18527 1.13210 -4.98813 0.114 -0.309 -0.013
C 0.19252 -2.63354 -0.07335 4.372 -0.341 0.921
C -1.15169 -2.45676 -0.44300 -4.319 -0.890 -1.276
H 0.96313 -2.58688 -0.84776 -0.283 -0.476 0.026
C -2.30081 -2.65071 0.49684 0.530 0.015 0.198
H -1.42012 -2.26825 -1.47983 0.065 -0.321 0.142
C -1.86959 -3.07811 1.91828 -0.213 0.306 0.077
H -2.86026 -1.70190 0.56720 -0.196 -0.048 0.049
H -3.01347 -3.38538 0.08417 0.129 0.126 0.001
C -0.63875 -3.98550 1.93285 -0.111 -0.090 -0.101
H -1.66260 -2.18126 2.51448 -0.022 -0.276 -0.211
H -2.71063 -3.59687 2.39749 0.161 0.075 -0.057
C 0.57174 -3.46217 1.14068 -0.051 -0.287 -0.418
H -0.34432 -4.17228 2.97117 -0.020 -0.021 -0.137
H -0.91995 -4.95517 1.50437 -0.031 0.026 0.061
H 1.24700 -2.88073 1.78015 -0.170 -0.114 -0.028
H 1.13785 -4.33884 0.79147 0.098 0.096 0.120
C -1.66205 0.26888 4.36218 0.230 0.101 0.059
Si 0.12597 -0.10409 3.84330 -0.244 -0.084 1.059
C 1.17526 1.45618 3.98531 -0.007 0.014 -0.010
C 0.80568 -1.48180 4.98496 -0.062 0.364 -0.111
O 0.09568 -0.84416 2.41082 0.078 0.300 -1.707
H -1.74318 0.36105 5.45384 -0.051 0.052 -0.193
H -2.31997 -0.54589 4.03896 0.092 0.067 0.083
H -2.03101 1.19587 3.90450 0.060 -0.126 0.098
H 1.31245 1.71550 5.04597 -0.048 -0.070 -0.193
H 2.16552 1.31445 3.53522 -0.161 -0.030 0.104
H 0.72012 2.31685 3.47582 0.049 -0.266 0.131
H 0.19572 -2.38447 4.84652 0.101 0.146 0.031
H 1.83594 -1.72273 4.69229 -0.157 0.011 0.056
H 0.80435 -1.22603 6.05270 -0.013 -0.007 -0.190
```
Positions in Å, forces in eV/Å.

Summary:
Relative energy (zero: lowest compared OMol25 entry of this formula, charge and spin): 155.73 kJ/mol
LUMO energy (alpha / beta): 0.4 / -2.5 eV
Spin multiplicity: 5
Highest occupied orbital energy (alpha / beta): -4.72 / -8.62 eV
Frontier orbital gap (alpha / beta): 5.14 / 6.09 eV



ORCA calculation (ωB97M-V with the def2-TZVPD basis set) on a molecular structure, C3H5ClS2 in a non-equilibrium geometry.

```
11
Properties=species:S:1:pos:R:3:forces:R:3
C 0.23475 0.38549 0.06967 0.559 0.996 1.806
C -0.74771 -0.67596 0.01205 0.737 -4.254 1.102
C -1.11282 0.65049 -0.45809 -2.344 1.293 -1.814
S -2.23435 1.54887 0.49632 -2.166 -1.845 1.214
S -3.91588 -0.49843 1.00372 1.181 2.515 -1.444
Cl -4.78439 -0.41233 -0.86470 0.240 -0.239 0.765
H 0.57110 0.78488 1.01895 -0.104 0.221 -0.259
H 0.83966 0.42363 -0.75883 2.258 -0.013 -1.191
H -0.41287 -1.34474 -0.79637 -0.971 -0.146 0.455
H -1.11113 -1.24096 0.97113 0.422 1.651 -2.096
H -1.23214 0.78166 -1.57578 0.189 -0.179 1.463
```
Positions in Å, forces in eV/Å.

Summary:
Relative energy (zero: lowest compared OMol25 entry of this formula, charge and spin): 259.41 kJ/mol
LUMO energy: -2.0 eV
Spin multiplicity: 1
Highest occupied orbital energy: -9.20 eV
Frontier orbital gap: 7.21 eV



ORCA calculation (ωB97M-V with the def2-TZVPD basis set) on 2 unconnected molecules or ions with the total composition C2ClF2NO3 in a non-equilibrium geometry.

```
9
Properties=species:S:1:pos:R:3:forces:R:3
C 0.01244 -2.15665 -0.32089 2.736 -0.538 0.388
C -0.03156 1.89611 0.69173 -0.619 -0.973 -2.153
N -0.32327 1.20661 -0.38776 -0.342 0.409 0.685
O -0.70646 -2.96951 0.13910 -1.244 0.388 -0.016
O -0.81387 1.27779 -1.44827 0.440 -0.037 0.666
O 0.24890 -0.90247 -0.30522 0.010 0.670 -0.404
F 1.23020 -2.74716 -0.93734 -1.280 0.845 0.196
F -0.09163 3.21736 0.46672 0.306 -1.252 0.727
Cl 0.47525 1.17791 2.10192 -0.007 0.487 -0.090
```
Positions in Å, forces in eV/Å.

Summary:
Relative energy (zero: lowest compared OMol25 entry of this formula, charge and spin): 269.66 kJ/mol
LUMO energy (alpha / beta): -4.0 / -4.2 eV
Spin multiplicity: 1
Highest occupied orbital energy (alpha / beta): -10.32 / -10.22 eV
Frontier orbital gap (alpha / beta): 6.33 / 5.98 eV